Density functional theory data (the ωB97M-V functional and the def2-TZVPD basis) for a molecular structure, C7H14CuNO6S2 in a non-equilibrium geometry.

ORCA input file:
```
! wB97M-V def2-TZVPD RIJCOSX def2/J DEFGRID3
* xyz 1 2
Cu -0.89 -3.72 0.05
S -2.86 -1.42 0.22
S -2.00 1.04 1.35
O -0.95 1.35 2.42
O 1.72 -0.01 1.79
O -3.38 -2.77 0.68
O -1.62 -1.75 -0.62
O 3.54 0.78 0.66
O -3.15 1.99 1.67
N -2.50 -0.55 1.65
C 0.12 0.98 -0.63
C -1.40 1.39 -0.35
C 3.70 -0.10 -0.50
C 4.19 -1.56 -0.03
C 1.20 1.86 0.19
C -4.23 -0.68 -0.80
C 2.13 0.79 0.95
H 2.72 -0.15 -1.11
H -1.46 2.53 -0.49
H 1.90 2.41 -0.53
H 0.33 1.20 -1.74
H -2.05 0.96 -1.19
H 3.34 -2.31 -0.16
H 0.36 -0.11 -0.48
H 4.47 0.41 -1.18
H 4.52 -1.59 1.05
H -5.05 -1.47 -0.98
H 0.70 2.59 0.92
H -3.81 -0.43 -1.83
H -4.67 0.21 -0.26
H 5.05 -1.86 -0.72
*
```

Output
Highest occupied orbital energy (alpha / beta) = -13.00 / -12.97 eV
Max |F| = 0.1065 hartree/bohr
DFT total energy = -3217.64581 Ha

Table of natural (NBO) atomic charges, one value per atom, all in e: 0.96 2.07 2.04 -0.61 -0.55 -0.92 -1.04 -0.55 -0.67 -0.85 -0.42 -0.66 -0.08 -0.65 -0.53 -0.84 0.82 0.16 0.30 0.25 0.25 0.27 0.19 0.25 0.21 0.25 0.31 0.27 0.27 0.28 0.23